Entry 1:
Molecular formula: C16H21N3O5S
Method: DFT, ωB97M-V/def2-TZVPD

Results
E: -42477.0014 eV
SMILES: CC1(C)Cc2c(sc(NC(=O)C(=O)N3CCOCC3)c2C(N)=O)CO1
largest force on an atom: 0.0159 Eh/bohr
gap between HOMO and LUMO: 8.214 eV
relative energy (zero: lowest compared OMol25 entry of this formula, charge and spin): 93.7 kJ/mol
net charge: 0

Each line ends with the Löwdin charge.
Atoms and positions in Å:
C -6.4669 -0.1785 -0.3350  -0.017
H -7.1451 -0.9303 0.0587  0.086
H -6.7633 0.8004 0.0301  0.089
H -6.5325 -0.1929 -1.4193  0.087
C -5.0348 -0.4914 0.0970  -0.557
C -4.9663 -0.6400 1.6208  -0.010
H -3.9367 -0.7144 1.9621  0.087
H -5.5086 -1.5307 1.9304  0.092
H -5.4202 0.2279 2.0906  0.091
C -4.0821 0.6265 -0.3677  -0.057
C -2.6698 0.1496 -0.2788  -0.199
C -2.3834 -1.1796 -0.2662  -0.437
S -0.6839 -1.5040 -0.1519  1.179
C -0.3621 0.2016 -0.1478  -0.423
C -1.5028 0.9662 -0.2263  -0.115
C -1.5418 2.4447 -0.1918  -0.484
O -2.3956 3.0778 0.3906  0.077
N -0.5017 3.0602 -0.8306  0.166
H 0.0231 2.5889 -1.5469  0.108
H -0.5376 4.0667 -0.8792  0.115
N 0.9326 0.6425 -0.0137  0.099
C 1.9928 -0.1865 0.0791  -0.364
O 1.8911 -1.4017 0.0199  -0.012
C 3.2667 0.6422 0.2273  -0.339
O 3.1600 1.8620 0.1131  0.050
N 4.4306 0.0398 0.4924  -0.029
C 4.6996 -1.3795 0.5796  -0.104
H 3.7818 -1.9517 0.4673  0.110
C 5.7024 -1.7563 -0.5189  -0.177
H 6.0003 -2.8006 -0.4197  0.130
O 6.8838 -0.9957 -0.4174  -0.128
C 6.6122 0.3825 -0.5162  -0.180
H 7.5708 0.8933 -0.4152  0.129
C 5.6430 0.8342 0.5813  -0.097
H 5.3795 1.8853 0.4621  0.125
H 6.0986 0.6722 1.5632  0.138
H 6.1783 0.6129 -1.5013  0.133
H 5.2363 -1.6023 -1.5040  0.133
H 5.1477 -1.5830 1.5586  0.138
H 1.1330 1.6399 0.0682  0.131
C -3.4326 -2.2394 -0.2917  -0.204
O -4.7071 -1.7139 -0.5699  -0.082
H -3.2356 -2.9679 -1.0853  0.132
H -3.4338 -2.7839 0.6684  0.128
H -4.2102 1.5218 0.2403  0.123
H -4.3098 0.8852 -1.4060  0.139

Cartesian forces (eV/Å) of the 3 atoms listed first:
0.424 -0.211 0.054
-0.112 -0.070 0.061
-0.052 0.121 0.047

Entry 2:
Molecular formula: C4H6O2
Method: DFT, ωB97M-V/def2-TZVPD

Results
E: -8337.2605 eV
SMILES: C1=CC1.O=CO
largest force on an atom: 0.0109 Eh/bohr
gap between HOMO and LUMO: 10.420 eV
relative energy (zero: lowest compared OMol25 entry of this formula, charge and spin): 308.8 kJ/mol
net charge: 0

Each line ends with the Löwdin charge.
Atoms and positions in Å:
O 1.2408 0.7492 1.4669  0.070
C 0.2583 0.4422 -1.3368  -0.070
C -0.1526 -0.9923 -1.2019  -0.166
C -0.9551 0.2489 -0.9412  -0.078
C -0.0383 0.4299 1.7418  -0.427
O -0.8440 1.2456 2.0841  0.081
H 1.7290 -0.0487 1.2195  0.110
H 1.0590 1.1175 -1.5942  0.103
H -0.3470 -1.5902 -2.0950  0.075
H 0.2154 -1.5995 -0.3626  0.061
H -1.9022 0.6458 -0.6132  0.106
H -0.2633 -0.6484 1.6327  0.136

Cartesian forces (eV/Å) of the 3 atoms listed first:
0.074 -0.077 0.167
-0.260 0.117 -0.064
0.040 -0.373 -0.059

Entry 3:
Molecular formula: C51H45N4O
Method: DFT, ωB97M-V/def2-TZVPD

Results
E: -61617.3238 eV
largest force on an atom: 0.0651 Eh/bohr
gap between HOMO and LUMO: 3.662 eV
relative energy (zero: lowest compared OMol25 entry of this formula, charge and spin): 0.0 kJ/mol
net charge: +1

Each line ends with the Löwdin charge.
Atoms and positions in Å:
C 4.6122 1.1300 0.9605  -0.069
C 4.8562 2.0510 -0.0677  -0.067
C 4.0275 3.1647 -0.2222  -0.038
C 2.9482 3.3620 0.6462  -0.234
C 2.0448 4.5492 0.4391  -0.090
N 0.6485 4.2860 0.8223  -0.069
C 0.0085 5.2335 1.7510  -0.090
C -1.2524 5.8729 1.2269  -0.241
C -2.3475 6.0435 2.0838  -0.046
C -3.5445 6.5677 1.5880  -0.066
C -3.6327 6.9645 0.2479  -0.070
C -2.5061 6.8790 -0.5804  -0.062
C -1.3160 6.3303 -0.0913  -0.036
C -0.0042 3.2408 0.3075  0.000
C -1.2744 2.8109 0.7193  -0.026
C -2.0640 1.9439 -0.0166  0.054
C -3.4726 1.7987 0.2313  -0.208
C -4.3659 1.3993 -0.8003  -0.027
C -5.7312 1.2740 -0.5572  -0.054
C -6.2562 1.5497 0.7169  -0.044
C -5.3979 1.9959 1.7326  -0.059
C -4.0304 2.1143 1.5003  -0.014
C 2.7333 2.4734 1.7039  -0.044
C 3.5514 1.3480 1.8506  -0.063
H 5.2551 0.2545 1.0797  0.113
H 5.6986 1.9046 -0.7481  0.112
H 4.1925 3.8946 -1.0207  0.119
H 2.3929 5.4137 1.0208  0.137
H 2.0693 4.8408 -0.6246  0.138
H -0.2062 4.7226 2.7071  0.138
H 0.7580 6.0141 1.9544  0.137
H -2.2460 5.7455 3.1334  0.120
H -4.4022 6.6732 2.2560  0.111
H -4.5724 7.3541 -0.1470  0.110
H -2.5426 7.2410 -1.6071  0.110
H -0.4319 6.2423 -0.7314  0.117
H 0.5316 2.6649 -0.4612  0.135
H -1.6608 3.2324 1.6551  0.105
H -1.6286 1.4387 -0.8817  0.120
H -3.9560 1.2160 -1.7990  0.115
H -6.3999 0.9590 -1.3641  0.116
H -7.3278 1.4605 0.9040  0.116
H -5.7954 2.2499 2.7176  0.114
H -3.3682 2.4312 2.3072  0.110
H 1.9104 2.6541 2.4026  0.116
H 3.3574 0.6520 2.6665  0.111
C -2.4186 -1.3355 -1.4127  -0.037
O -1.0990 -1.2752 -0.8203  -0.148
C -0.6695 -2.3200 -0.0786  -0.233
C -1.6372 -3.0505 0.7296  -0.220
C -1.8949 -4.4176 0.5088  -0.031
C -2.7508 -5.1096 1.3679  -0.070
C -3.3675 -4.4434 2.4309  -0.086
C -3.1715 -3.0684 2.6019  -0.084
C -2.3475 -2.3584 1.7333  -0.044
C 0.6359 -2.7486 -0.2611  -0.112
N 1.2128 -3.8871 0.2210  -0.012
C 0.9306 -4.7360 1.3152  -0.219
C 1.1611 -6.1108 1.1552  -0.022
C 0.8018 -6.9914 2.1821  -0.076
C 0.2922 -6.4929 3.3883  -0.092
C 0.1847 -5.1106 3.5852  -0.079
C 0.5033 -4.2291 2.5513  -0.025
N 2.3837 -4.1628 -0.4569  0.190
C 2.5825 -3.1454 -1.2637  -0.213
C 3.7931 -2.9490 -2.0476  -0.145
C 4.2806 -1.6672 -2.3935  -0.025
C 5.4617 -1.5457 -3.1232  -0.078
C 6.1900 -2.6904 -3.4767  -0.078
C 5.7322 -3.9649 -3.1042  -0.071
C 4.5507 -4.0960 -2.3774  -0.021
N 1.5363 -2.2269 -1.1859  0.101
C 1.2346 -1.2693 -2.1972  -0.244
C 1.2475 0.0839 -1.8748  -0.038
C 0.9677 1.0271 -2.8718  -0.084
C 0.6487 0.5958 -4.1645  -0.083
C 0.6106 -0.7658 -4.4650  -0.056
C 0.9258 -1.7086 -3.4748  0.011
H -2.4697 -0.5074 -2.1240  0.077
H -2.5403 -2.2918 -1.9369  0.106
H -3.1841 -1.2285 -0.6348  0.082
H -1.3931 -4.9193 -0.3229  0.128
H -2.9176 -6.1785 1.2103  0.111
H -4.0102 -4.9917 3.1245  0.105
H -3.6571 -2.5321 3.4205  0.102
H -2.1751 -1.2837 1.8423  0.116
H 1.5688 -6.4800 0.2118  0.110
H 0.9166 -8.0682 2.0327  0.106
H -0.0214 -7.1863 4.1786  0.105
H -0.1686 -4.7230 4.5439  0.108
H 0.3802 -3.1534 2.6696  0.118
H 3.7229 -0.7813 -2.0837  0.098
H 5.8067 -0.5515 -3.4119  0.104
H 7.1183 -2.5840 -4.0431  0.106
H 6.2986 -4.8546 -3.3852  0.108
H 4.1785 -5.0714 -2.0576  0.114
H 1.4919 0.3819 -0.8512  0.120
H 0.9985 2.0905 -2.6258  0.090
H 0.4181 1.3347 -4.9412  0.108
H 0.3363 -1.1119 -5.4611  0.110
H 0.9285 -2.7811 -3.6876  0.135

Cartesian forces (eV/Å) of the 3 atoms listed first:
-0.176 0.261 0.015
-0.035 -0.017 0.178
-0.233 -0.136 0.107

Entry 4:
Molecular formula: C3H5NOS
Method: DFT, ωB97M-V/def2-TZVPD

Results
E: -17562.4763 eV
SMILES: C=NOC(C)=S
largest force on an atom: 0.0374 Eh/bohr
gap between HOMO and LUMO: 8.938 eV
relative energy (zero: lowest compared OMol25 entry of this formula, charge and spin): 269.3 kJ/mol
net charge: 0

Each line ends with the Löwdin charge.
Atoms and positions in Å:
C -0.3969 -1.0716 1.6167  -0.095
C 0.5141 -0.7080 0.4827  -0.877
C -0.0858 1.6102 -1.9564  0.002
H -0.4886 -0.2299 2.2854  0.080
H -1.4103 -1.3418 1.2789  0.093
H -0.0051 -1.9080 2.1800  0.069
H -1.1096 1.8481 -1.6813  0.082
H 0.4476 2.1193 -2.8285  0.105
N 0.6566 0.7956 -1.3109  -0.006
O -0.0861 0.2734 -0.2351  -0.159
S 1.9641 -1.3873 0.1685  0.705

Cartesian forces (eV/Å) of the 3 atoms listed first:
-0.305 -0.406 -0.117
0.452 -0.299 -0.336
1.745 0.228 -0.780

Entry 5:
Molecular formula: C4H5LiNaO2
Method: DFT, ωB97M-V/def2-TZVPD

Results
E: -12938.0264 eV
largest force on an atom: 0.0972 Eh/bohr
gap between HOMO and LUMO: 7.155 eV
net charge: +1

Each line ends with the Löwdin charge.
Atoms and positions in Å:
H 0.5881 1.2997 1.1584  0.200
C -0.6902 1.1000 0.6981  -0.259
C -1.2217 -0.2360 0.2789  -0.145
C -0.0014 -1.1829 0.2009  -0.229
C 1.0909 -0.6292 -0.7036  -0.314
O 0.5767 0.2969 -1.3981  -0.292
O -1.0207 2.1321 0.1489  -0.039
Li 0.4650 2.1544 -1.4701  0.807
Na 3.5275 -0.6994 -0.2963  0.772
H -1.6560 -0.0720 -0.7196  0.133
H -1.9218 -0.5779 1.0520  0.136
H -0.1131 -2.2131 -0.1694  0.122
H 0.3766 -1.3726 1.2200  0.108

Cartesian forces (eV/Å) of the 3 atoms listed first:
-3.551 -1.453 -0.065
4.196 2.280 -1.483
0.375 -0.953 0.663

Entry 6:
Molecular formula: C36H60BBr2F3NO15
Method: DFT, ωB97M-V/def2-TZVPD

Results
E: -219401.0252 eV
largest force on an atom: 0.1046 Eh/bohr
gap between HOMO and LUMO: 5.752 eV
net charge: +1

Each line ends with the Löwdin charge.
Atoms and positions in Å:
C -1.0881 -0.6223 6.3689  -0.057
C -0.1943 -1.5905 5.4010  -0.237
O 0.9793 -0.8263 5.0305  -0.250
C 2.0975 -1.0512 5.9334  -0.143
C 2.8418 0.3869 6.0768  -0.164
O 3.6035 0.7036 4.8884  -0.157
C 2.8973 1.6021 4.0037  -0.167
C 2.2612 0.8711 2.7088  -0.151
O 2.4669 1.5926 1.4668  -0.182
C 1.4293 2.5593 1.2050  -0.183
C 0.2881 2.0591 0.2047  -0.028
C 0.7977 1.4805 -1.1657  0.032
C 2.3249 1.3703 -1.5842  -0.358
O 2.7900 0.2018 -1.6966  0.084
O 3.1154 2.5163 -1.8517  0.023
C 4.5359 2.1995 -1.7159  -0.134
O 5.0149 1.6491 -2.9699  0.049
C 6.3778 1.2854 -2.8999  -0.448
F 7.1754 2.1245 -2.0914  0.106
F 6.8761 1.3381 -4.2384  0.098
F 6.4873 -0.0433 -2.4179  0.103
C -0.2823 0.9832 -2.1587  -0.384
Br 0.3334 0.2074 -3.8722  0.898
C -1.7923 1.1194 -1.7834  0.050
B -2.8345 0.5460 -2.9370  -0.529
O -3.7322 -0.5568 -2.6913  0.116
O -2.7688 1.1792 -4.2129  -0.008
C -3.3440 0.3572 -5.2753  -0.210
C -2.4714 -0.9336 -5.6683  -0.106
N -2.2529 1.6998 -0.5188  0.001
C -3.7349 1.8227 -0.2744  -0.132
O -4.3544 0.5245 -0.0008  -0.109
C -4.4155 0.2732 1.4070  -0.217
C -5.4502 0.9934 2.3388  -0.002
C -5.5131 0.6817 3.8607  -0.042
C -4.5270 -0.3882 4.4157  -0.062
C -3.5136 -1.1152 3.4815  -0.058
C -3.4117 -0.8060 1.9583  0.017
C -1.2513 2.1354 0.4582  -0.376
Br -1.7635 2.8823 2.2420  0.819
H -0.7070 0.4428 6.1965  0.085
H -0.9655 -0.9789 7.4545  0.085
H -2.1691 -0.6780 6.0053  0.036
H 0.0618 -2.5762 5.9164  0.124
H -0.7371 -1.8531 4.4246  0.099
H 1.6676 -1.4265 6.9221  0.131
H 2.8105 -1.7802 5.4154  0.140
H 2.1174 1.2029 6.4141  0.129
H 3.5948 0.2505 6.9433  0.137
H 2.0475 2.1858 4.5015  0.124
H 3.6731 2.3784 3.6339  0.145
H 1.1561 0.5931 2.8456  0.126
H 2.8194 -0.1372 2.6030  0.152
H 1.0630 2.9577 2.2070  0.098
H 1.9517 3.4499 0.6795  0.158
H 5.0364 3.2076 -1.4529  0.171
H 4.7544 1.5071 -0.8283  0.169
H -3.2847 -1.2833 -2.2068  0.126
H -3.3609 1.0272 -6.2187  0.140
H -4.4530 0.1047 -5.0682  0.140
H -1.4335 -0.6689 -6.0991  0.062
H -3.0325 -1.4494 -6.5390  0.098
H -2.4070 -1.7226 -4.8380  0.082
H -3.9963 2.4797 0.6191  0.108
H -4.2823 2.3015 -1.1742  0.181
H -6.1994 1.7687 1.9323  0.112
H -6.2707 1.2105 4.5330  0.102
H -4.5425 -0.6583 5.5258  0.092
H -2.8292 -1.9150 3.9098  0.075
H -2.6767 -1.3050 1.2398  0.103
C 0.3373 -2.9418 -8.0633  -0.106
O 0.7164 -2.4516 -6.7856  -0.225
C 0.9117 -3.4986 -5.8345  -0.196
C 2.3945 -3.8072 -5.6456  -0.192
O 2.9653 -4.3555 -6.8313  -0.188
C 3.7023 -3.3906 -7.5719  -0.105
H 0.4502 -2.1352 -8.7895  0.092
H 0.9573 -3.7846 -8.3801  0.088
H -0.7139 -3.2504 -8.0451  0.087
H 0.3586 -4.3970 -6.1274  0.130
H 0.5016 -3.1462 -4.8822  0.109
H 2.4960 -4.5656 -4.8623  0.116
H 2.9433 -2.9160 -5.3227  0.125
H 4.6618 -3.2056 -7.0826  0.089
H 3.1573 -2.4489 -7.6765  0.082
H 3.8900 -3.7979 -8.5671  0.092
C 2.9172 -5.2818 -0.9423  -0.109
O 2.1568 -6.2560 -0.2448  -0.190
C 0.7567 -6.1318 -0.4863  -0.201
C 0.2764 -7.1579 -1.5092  -0.199
O 0.8363 -6.9086 -2.7970  -0.202
C 1.9305 -7.7711 -3.0862  -0.104
H 3.9658 -5.5820 -0.9194  0.093
H 2.6050 -5.1872 -1.9862  0.074
H 2.8214 -4.3102 -0.4446  0.085
H 0.5068 -5.1139 -0.8052  0.119
H 0.2501 -6.3202 0.4657  0.122
H -0.8102 -7.0676 -1.6107  0.122
H 0.4984 -8.1769 -1.1764  0.128
H 1.5569 -8.7668 -3.3372  0.090
H 2.6302 -7.8430 -2.2497  0.086
H 2.4611 -7.3680 -3.9511  0.086
C -3.6399 6.4569 3.0170  -0.116
O -2.7727 6.0180 4.0514  -0.218
C -1.4610 6.5703 3.9349  -0.208
C -1.2640 7.7402 4.8952  -0.196
O -2.0968 8.8431 4.5464  -0.190
C -3.2562 8.9250 5.3666  -0.105
H -4.6649 6.2110 3.2990  0.092
H -3.5727 7.5360 2.8552  0.089
H -3.3992 5.9336 2.0841  0.069
H -1.2578 6.8726 2.9019  0.125
H -0.7549 5.7759 4.1985  0.113
H -0.2279 8.0853 4.8169  0.126
H -1.4371 7.4308 5.9311  0.128
H -2.9848 9.3191 6.3489  0.090
H -3.7458 7.9549 5.4842  0.083
H -3.9576 9.6153 4.8943  0.092

Cartesian forces (eV/Å) of the 3 atoms listed first:
0.315 -0.999 -0.858
-0.700 0.767 0.144
-0.018 -1.283 0.590